Computed, not measured: a structure of composition C6H15ClCrO4P, with ωB97M-V/def2-TZVPD.

The net charge is +1. Its spin multiplicity is 5. As for the energy above the lowest of the compared OMol25 structures with the same formula, charge and spin: 0.0 kcal per mole. As for the lowest unoccupied orbital energy (alpha / beta): -0.32717 / -0.27796 Eh. The value obtained for the molar mass is 269.6 g/mol. Its HOMO-LUMO gap (alpha / beta) is 3.28 / 4.62 eV.

Each line ends with the Löwdin charge.
Cartesian coordinates (Å):
Cr (-5.983, 2.699, -4.699)  1.07
Cl (-5.284, 2.873, -2.385)  -0.02
C (1.773, 0.650, 3.066)  -0.07
C (0.698, 0.722, 1.987)  -0.28
O (1.354, 0.723, 0.719)  -0.19
P (0.726, -0.087, -0.538)  0.45
O (1.480, 0.020, -1.785)  -0.22
O (0.538, -1.600, 0.068)  -0.20
C (1.516, -2.595, -0.326)  -0.27
C (1.341, -3.869, 0.465)  -0.07
O (-0.780, 0.408, -0.634)  -0.18
C (-1.272, 1.207, -1.698)  -0.27
C (-1.799, 2.532, -1.130)  -0.07
H (2.306, -0.298, 2.985)  0.07
H (2.571, 1.376, 2.912)  0.08
H (1.377, 0.744, 4.077)  0.08
H (0.011, -0.122, 2.048)  0.11
H (0.138, 1.652, 2.090)  0.11
H (1.419, -2.766, -1.398)  0.12
H (2.497, -2.189, -0.081)  0.12
H (1.213, -3.689, 1.532)  0.08
H (0.399, -4.283, 0.107)  0.08
H (2.138, -4.586, 0.265)  0.08
H (-0.502, 1.346, -2.457)  0.11
H (-2.046, 0.610, -2.181)  0.11
H (-0.968, 3.227, -1.010)  0.08
H (-2.538, 2.955, -1.810)  0.01
H (-2.321, 2.341, -0.192)  0.08

---

Computed, not measured: a cluster of 2 separate species, C4H4IN in total, with ωB97M-V/def2-TZVPD.

The net charge is 0. As for the energy above the lowest of the compared OMol25 structures with the same formula, charge and spin: 76.8 kcal per mole. As for the lowest unoccupied orbital energy: -0.01542 Eh. The value obtained for the molar mass is 193.0 g/mol. Its HOMO-LUMO gap is 8.87 eV. The SMILES is N#CC1=CC1.I.

Each line ends with the Löwdin charge.
Cartesian coordinates (Å):
N (-1.141, 0.040, -2.413)  0.11
C (-0.739, 0.295, -1.325)  -0.11
C (-0.051, 0.510, -0.127)  -0.18
C (0.166, 0.113, 1.102)  -0.01
C (0.764, 1.424, 0.828)  -0.10
H (0.011, -0.687, 1.922)  0.15
H (0.214, 2.330, 1.347)  0.12
H (1.860, 1.621, 0.772)  0.09
I (-3.279, -2.480, -2.903)  0.34
H (-2.257, -1.271, -2.475)  -0.41